ORCA calculation (ωB97M-V/def2-TZVPD) on a molecular structure, C25H45Cl2PYb.

The geometry in XYZ format:
```
74
Properties=species:S:1:pos:R:3:mulliken_spin:R:1
Yb -3.80 0.24 1.99 1.20
P 0.40 -0.17 0.30 0.04
Cl -3.61 -2.18 1.87 -0.06
C 0.58 1.66 0.03 -0.01
H -0.25 2.06 0.65 0.01
H 1.51 1.94 0.57 0.00
C -1.22 -0.75 -0.34 -0.05
C 0.26 -0.22 2.14 -0.19
C -1.09 -1.67 -1.56 0.00
H -1.68 -1.34 0.48 -0.01
C -2.48 -2.12 -2.04 0.02
H -0.59 -1.13 -2.38 0.00
H -0.48 -2.55 -1.33 -0.01
C -3.40 -0.92 -2.30 0.00
H -2.37 -2.72 -2.94 0.00
H -2.92 -2.75 -1.26 0.00
C -3.49 -0.02 -1.05 0.09
H -3.02 -0.34 -3.15 0.00
H -4.40 -1.28 -2.58 0.00
C -2.12 0.44 -0.64 -0.20
H -4.15 0.84 -1.23 -0.01
H -3.94 -0.65 -0.25 -0.02
H -1.50 1.09 -1.57 0.04
H -2.14 1.16 0.20 0.03
C 1.95 -0.98 -0.23 0.00
C 1.54 0.22 2.85 0.01
H -0.52 0.55 2.33 0.01
C 1.26 0.45 4.35 0.01
H 2.32 -0.55 2.74 0.00
H 1.95 1.15 2.42 0.00
C 0.60 -0.76 5.01 0.00
H 2.20 0.69 4.85 0.00
H 0.60 1.32 4.45 0.00
C -0.60 -1.30 4.22 0.06
H 1.34 -1.57 5.13 0.00
H 0.27 -0.49 6.03 0.00
C -0.24 -1.54 2.75 0.08
H -0.96 -2.24 4.65 0.01
H -1.43 -0.58 4.28 0.02
H 0.54 -2.31 2.67 0.00
H -1.13 -1.92 2.23 0.00
C 2.21 -0.93 -1.74 0.00
H 2.73 -0.37 0.27 0.00
C 3.63 -1.42 -2.06 0.00
H 1.48 -1.57 -2.26 0.00
H 2.07 0.09 -2.14 0.00
C 3.90 -2.82 -1.51 0.00
H 3.78 -1.41 -3.15 0.00
H 4.34 -0.71 -1.63 0.00
C 3.50 -2.98 -0.03 0.00
H 3.35 -3.56 -2.11 0.00
H 4.97 -3.06 -1.62 0.00
C 2.10 -2.42 0.29 0.00
H 3.54 -4.03 0.26 0.00
H 4.23 -2.45 0.59 0.00
H 1.33 -3.06 -0.17 0.00
H 1.95 -2.47 1.37 0.00
C -0.67 1.64 -2.33 0.01
C 0.59 2.24 -1.27 0.00
H -0.21 0.87 -2.96 0.00
C 0.48 3.77 -1.21 0.00
H 1.49 1.96 -1.84 0.00
C -0.98 4.21 -0.99 -0.02
H 1.11 4.16 -0.41 0.00
H 0.84 4.18 -2.16 0.00
C -1.92 3.79 -2.13 0.01
H -1.35 3.80 -0.04 0.02
H -1.00 5.30 -0.87 0.00
C -1.30 2.76 -3.09 0.00
H -2.85 3.39 -1.70 0.01
H -2.21 4.69 -2.70 0.00
H -2.07 2.36 -3.77 0.00
H -0.54 3.25 -3.71 0.00
Cl -2.27 2.11 2.48 -0.06
```

Properties
spin multiplicity: 2
LUMO (alpha / beta): 2.335 / 2.334 eV
HOMO-LUMO gap (alpha / beta): 0.110 / 0.155 hartree
total charge: -1
M: 620.56 g mol⁻¹

ORCA calculation (ωB97M-V/def2-TZVPD) on a molecular structure, C5H11NO3.

The geometry in XYZ format:
```
20
Properties=species:S:1:pos:R:3:mulliken_charge:R:1
C -0.92 -0.19 0.73 0.32
C 0.96 -1.28 1.76 -0.99
C -1.99 -0.16 -0.32 -1.39
C 0.85 0.04 -1.83 -1.44
N 0.31 -0.74 0.56 -0.03
C 1.27 -0.08 -0.38 1.06
O -0.13 1.49 0.50 -0.43
O -0.44 2.50 -0.46 -0.39
O 2.42 -0.02 -0.04 -0.59
H 0.09 3.25 -0.15 0.32
H -1.29 -0.31 1.74 0.47
H 1.29 -0.47 2.41 0.35
H 0.26 -1.93 2.28 0.36
H 1.85 -1.82 1.44 0.31
H -1.61 0.12 -1.29 0.32
H -2.45 -1.15 -0.38 0.34
H -2.75 0.55 -0.02 0.34
H 1.75 -0.05 -2.43 0.37
H 0.16 -0.75 -2.11 0.39
H 0.38 1.01 -2.01 0.31
```

Properties
LUMO: 0.836 eV
HOMO-LUMO gap: 0.353 hartree
total charge: 0
M: 133.15 g mol⁻¹

ORCA calculation (ωB97M-V/def2-TZVPD) on a gas-phase ion, C4H4NO3 (charge +1).

The geometry in XYZ format:
```
12
Properties=species:S:1:pos:R:3:mulliken_charge:R:1
C 0.28 0.86 -0.14 0.07
C 0.86 -0.25 0.45 -0.83
C -2.50 -0.69 -0.46 0.57
C -2.22 0.58 0.11 0.67
N 2.28 -0.64 0.22 -0.27
O -3.10 -1.65 -0.61 -0.04
O -3.30 0.88 0.61 -0.34
O -1.10 1.24 0.16 -0.23
H 0.77 1.88 -0.58 0.26
H 2.40 -0.95 -0.84 0.41
H 2.66 -1.37 0.75 0.36
H 2.98 0.14 0.33 0.38
```

Properties
LUMO: -6.680 eV
HOMO-LUMO gap: 0.220 hartree
total charge: +1
M: 114.08 g mol⁻¹

ORCA calculation (ωB97M-V/def2-TZVPD) on a single C9H20BrP molecule.

The geometry in XYZ format:
```
31
Properties=species:S:1:pos:R:3:mulliken_charge:R:1
C -0.02 -0.02 2.27 -1.35
P -0.51 -0.01 0.66 1.06
Br -2.74 0.00 -0.09 -0.34
C 0.09 -1.65 -0.04 1.32
C 1.49 -2.00 0.54 -1.53
C -0.92 -2.68 0.45 -1.59
C 0.01 -1.56 -1.59 -1.64
C 0.02 1.59 -0.21 1.52
C -0.38 1.69 -1.64 -1.75
C -0.72 2.65 0.57 -1.43
C 1.50 1.76 -0.19 -1.71
H -0.11 0.99 2.79 0.22
H -0.35 -0.79 2.92 0.32
H 2.23 -1.38 0.26 0.40
H 1.48 -2.02 1.63 0.37
H 1.66 -3.11 0.33 0.40
H -1.78 -2.55 -0.04 0.54
H -1.22 -2.40 1.56 0.30
H -0.55 -3.78 0.47 0.34
H -1.00 -1.24 -1.94 0.32
H 0.70 -0.85 -1.94 0.33
H 0.14 -2.52 -2.07 0.50
H 0.14 1.07 -2.37 0.36
H -1.45 1.36 -1.74 0.37
H -0.42 2.70 -2.05 0.50
H 0.00 3.18 1.26 0.30
H -1.63 2.29 1.17 0.39
H -1.14 3.39 -0.20 0.31
H 1.85 2.02 0.77 0.40
H 2.09 1.10 -0.78 0.34
H 1.55 2.77 -0.74 0.45
```

Properties
SMILES: C=P(Br)(C(C)(C)C)C(C)(C)C
LUMO: 0.661 eV
HOMO-LUMO gap: 0.318 hartree
total charge: 0
M: 239.14 g mol⁻¹

ORCA calculation (ωB97M-V/def2-TZVPD) on a single C5H10O molecule.

The geometry in XYZ format:
```
16
Properties=species:S:1:pos:R:3:mulliken_charge:R:1
C 0.86 -0.18 -2.24 -1.27
C -0.19 0.25 -1.22 -0.36
C 0.18 -0.11 0.22 -0.42
C -0.91 0.35 1.18 -0.15
C -0.85 0.12 2.66 -0.85
O 0.26 -0.54 2.96 -0.29
H 0.57 0.10 -3.26 0.37
H 1.83 0.29 -2.03 0.31
H 1.01 -1.27 -2.22 0.31
H -0.34 1.34 -1.29 0.32
H -1.15 -0.20 -1.48 0.32
H 0.32 -1.20 0.30 0.30
H 1.14 0.34 0.48 0.30
H -1.89 -0.07 0.90 0.33
H -1.07 1.44 1.10 0.33
H 0.21 -0.65 3.93 0.46
```

Properties
LUMO: 0.917 eV
HOMO-LUMO gap: 0.342 hartree
total charge: 0
M: 86.13 g mol⁻¹